# 1
A structure of composition C36H38B2Cl4F4N7O9SSeSr, computed with ωB97M-V with the def2-TZVPD basis set.

```
103
C36H38B2Cl4F4N7O9SSeSr, DFT ωB97M-V with the def2-TZVPD basis set
Sr 0.1914 0.0095 -0.2642
C -4.7162 2.6919 0.4384
C -3.5046 1.8211 0.5054
N -2.3432 2.1964 0.8709
O -2.1925 3.4818 1.2705
B -1.2185 3.6073 2.3963
F -0.6845 4.8888 2.3306
F -1.9369 3.4127 3.6031
O -0.0526 2.6742 2.4205
N -0.4147 1.3525 2.2605
C -0.3068 0.6296 3.3046
C 0.1314 1.1034 4.6499
C -0.6907 -0.7959 3.0747
N -0.7893 -1.1299 1.8489
O -1.1730 -2.4263 1.5901
B -2.4296 -2.5018 0.7788
F -2.4749 -3.7822 0.2491
F -3.5168 -2.2490 1.6375
O -2.4907 -1.5640 -0.3835
N -2.4614 -0.2123 -0.0488
C -3.5787 0.3712 0.1452
C -4.9215 -0.2731 0.0185
C -1.0056 -1.7013 4.2219
H -4.4849 3.6577 0.8825
H -5.5625 2.2486 0.9659
H -5.0235 2.8476 -0.6003
H 0.8448 1.9174 4.5308
H 0.5788 0.2903 5.2217
H -0.7124 1.5086 5.2131
H -4.8266 -1.2873 -0.3567
H -5.5499 0.3229 -0.6480
H -5.4100 -0.3162 0.9932
H -1.4158 -1.1341 5.0563
H -0.0977 -2.2041 4.5654
H -1.7128 -2.4623 3.9010
Cl 6.6543 1.2239 -1.5883
C 5.2162 1.0065 -0.6835
C 5.2836 0.1385 0.5003
Cl 6.7817 -0.5934 0.8708
C 4.2270 -0.0475 1.3086
Cl 4.2821 -0.9235 2.7606
C 2.9141 0.4597 0.9211
O 1.9169 0.2649 1.5606
C 2.8374 1.3986 -0.3707
O 1.7775 1.8561 -0.7194
C 4.1030 1.6669 -1.0475
Cl 4.0401 2.8041 -2.3131
C -5.2563 1.5889 -3.5873
C -4.6173 1.0028 -4.8392
C -4.1622 -0.4430 -4.6518
C -2.9544 -0.5823 -3.7340
N -1.7557 0.0216 -4.3014
C -1.1078 1.1183 -3.8230
Se -1.6607 2.1330 -2.3971
N 0.0067 1.2930 -4.5744
C 1.0084 2.3314 -4.3852
C 0.9124 3.4170 -5.4517
C -0.3289 4.2992 -5.3164
C -0.2413 5.2661 -4.1435
C 0.0894 0.2978 -5.5260
C 1.0250 0.0374 -6.5149
C 0.7940 -1.0603 -7.3312
C -0.3198 -1.8810 -7.1493
C -1.2485 -1.6327 -6.1485
C -1.0360 -0.5191 -5.3478
H -5.7250 2.5526 -3.7939
H -4.5166 1.7498 -2.8011
H -6.0285 0.9218 -3.1941
H -3.7586 1.6143 -5.1356
H -5.3271 1.0448 -5.6700
H -3.9349 -0.8886 -5.6240
H -4.9760 -1.0323 -4.2192
H -2.7180 -1.6271 -3.5193
H -3.1200 -0.0973 -2.7714
H 1.9814 1.8370 -4.3946
H 0.8514 2.7299 -3.3829
H 0.9318 2.9455 -6.4389
H 1.8116 4.0373 -5.3825
H -1.2108 3.6619 -5.1952
H -0.4720 4.8554 -6.2469
H -0.2740 4.7380 -3.1898
H -1.0753 5.9692 -4.1450
H 0.6837 5.8475 -4.1866
H 1.9009 0.6586 -6.6433
H 1.4994 -1.2901 -8.1197
H -0.4609 -2.7350 -7.7995
H -2.0973 -2.2844 -5.9956
O 3.5948 -3.0945 0.0243
C 3.0277 -2.6911 -0.9757
N 2.2899 -1.5456 -1.0107
S 1.7559 -1.2965 -2.5454
O 0.2946 -1.1889 -2.4742
O 2.3998 -0.1800 -3.2026
C 2.3290 -2.7894 -3.2542
C 2.2929 -3.1849 -4.5779
C 3.0506 -4.3002 -4.9071
C 3.8233 -4.9528 -3.9448
C 3.8567 -4.5153 -2.6299
C 3.0890 -3.4103 -2.2955
H 1.7023 -2.6557 -5.3141
H 3.0532 -4.6597 -5.9282
H 4.4166 -5.8092 -4.2395
H 4.4647 -4.9985 -1.8771
```

Values from the calculation:
LUMO energy = -0.73 eV
Net charge = -1
Energy above the lowest of the compared OMol25 structures with the same formula, charge and spin = 1.286 eV
HOMO-LUMO gap = 4.503 eV
E_HOMO = -0.19248 hartree

These are the Löwdin partial charges, in e, on atoms 1 to 99:
1 Sr 1.490
2 C -0.014
3 C -0.299
4 N 0.056
5 O 0.036
6 B -1.080
7 F 0.122
8 F 0.095
9 O 0.018
10 N 0.016
11 C -0.276
12 C -0.010
13 C -0.245
14 N -0.035
15 O 0.016
16 B -1.115
17 F 0.136
18 F 0.118
19 O -0.027
20 N -0.034
21 C -0.279
22 C -0.008
23 C -0.001
24 H 0.079
25 H 0.078
26 H 0.074
27 H 0.086
28 H 0.073
29 H 0.093
30 H 0.081
31 H 0.070
32 H 0.096
33 H 0.081
34 H 0.092
35 H 0.082
36 Cl 0.729
37 C -0.655
38 C -0.673
39 Cl 0.733
40 C -0.632
41 Cl 0.804
42 C -0.332
43 O 0.022
44 C -0.333
45 O -0.003
46 C -0.627
47 Cl 0.796
48 C -0.118
49 C -0.253
50 C -0.179
51 C -0.139
52 N -0.016
53 C -0.658
54 Se 0.818
55 N -0.010
56 C -0.171
57 C -0.179
58 C -0.262
59 C -0.115
60 C -0.153
61 C -0.009
62 C -0.111
63 C -0.106
64 C -0.002
65 C -0.144
66 H 0.073
67 H 0.010
68 H 0.073
69 H 0.099
70 H 0.102
71 H 0.096
72 H 0.118
73 H 0.140
74 H 0.072
75 H 0.092
76 H 0.077
77 H 0.102
78 H 0.113
79 H 0.087
80 H 0.101
81 H 0.035
82 H 0.071
83 H 0.071
84 H 0.115
85 H 0.100
86 H 0.100
87 H 0.111
88 O 0.060
89 C -0.515
90 N -0.101
91 S 0.647
92 O -0.402
93 O -0.287
94 C -0.213
95 C -0.013
96 C -0.062
97 C -0.064
98 C 0.005
99 C -0.127

# 2
A cluster of 6 separate species, C18H30BClN3O24PS5 in total, computed with ωB97M-V with the def2-TZVPD basis set.

```
83
C18H30BClN3O24PS5, DFT ωB97M-V with the def2-TZVPD basis set
C -0.6902 -2.8722 4.2086
C 0.6070 -2.8828 3.3647
C 0.4675 -1.9240 2.1451
C 1.5977 -0.8808 2.0326
C 2.8986 -1.6485 2.0976
N 3.8620 -2.2702 2.0337
B 1.6251 0.0909 3.3367
O 0.4186 0.4150 3.9366
O 2.8306 0.5325 3.8208
C 1.6338 -0.1045 0.6681
C 1.9161 -1.1120 -0.4164
N 2.0764 -1.8413 -1.2871
N 2.7664 0.8352 0.6815
C 2.5193 2.0439 0.5965
O 2.3401 3.1818 0.7005
P 0.0412 0.7578 0.1043
O -0.5270 1.4970 1.4743
Cl -1.3925 -0.7050 -0.2854
H -0.5307 -2.2478 5.0951
H -0.9489 -3.8710 4.5821
H -1.5673 -2.5084 3.6676
H 1.4542 -2.6345 4.0155
H 0.8128 -3.8867 2.9791
H 0.4055 -2.5254 1.2335
H -0.4703 -1.3722 2.2590
H 0.4203 0.1448 4.8646
H 2.6674 0.9286 4.6871
H -1.4678 1.6407 1.2903
C 3.8251 -0.2863 -4.2998
C 3.2943 -1.5932 -4.8465
O 2.3893 -1.2025 -5.8920
S 2.9238 0.1391 -6.5842
O 3.6326 -0.2013 -7.7676
O 1.8676 1.0910 -6.5977
O 3.9851 0.5510 -5.4576
H 3.1055 0.1857 -3.6285
H 4.7755 -0.4041 -3.7868
H 2.7740 -2.1764 -4.0910
H 4.0904 -2.1949 -5.2909
C 2.0829 3.1284 -9.1704
C 1.5500 1.8187 -9.7064
O 0.6467 2.1988 -10.7565
S 1.1810 3.5381 -11.4617
O 1.8974 3.1892 -12.6369
O 0.1244 4.4852 -11.4816
O 2.2442 3.9561 -10.3321
H 1.3648 3.6070 -8.5019
H 3.0332 3.0117 -8.6571
H 1.0303 1.2402 -8.9505
H 2.3471 1.2143 -10.1446
C -3.2238 -0.2791 7.1120
C -2.7819 0.9498 7.8730
O -1.6174 0.5234 8.6044
S -0.8313 -0.5769 7.7478
O 0.2286 0.0608 7.0393
O -0.6023 -1.7111 8.5648
O -1.9988 -0.9037 6.6999
H -3.7664 -0.9755 7.7546
H -3.8321 -0.0340 6.2463
H -3.5421 1.3159 8.5563
H -2.4857 1.7505 7.1976
C -1.3298 -5.9242 -3.0566
C -0.3838 -4.8654 -3.5854
O -0.8928 -3.6358 -3.0562
S -1.5467 -3.9014 -1.6148
O -0.5941 -3.5917 -0.6113
O -2.8578 -3.3599 -1.6088
O -1.6358 -5.5025 -1.7222
H -2.2584 -5.9525 -3.6306
H -0.8815 -6.9142 -3.0421
H -0.3621 -4.8269 -4.6712
H 0.6300 -5.0090 -3.2042
C -3.1510 5.4851 4.7383
C -4.6646 5.5313 4.6865
O -5.0485 4.2060 4.2933
S -4.0021 3.1475 4.8874
O -4.5265 2.6016 6.0933
O -3.5489 2.3169 3.8320
O -2.8482 4.1905 5.2774
H -2.7134 5.5529 3.7406
H -2.7316 6.2617 5.3722
H -5.0383 6.2586 3.9714
H -5.0921 5.7343 5.6707
```

Values from the calculation:
LUMO energy = -0.03 eV
HOMO-LUMO gap = 9.520 eV
E_HOMO = -0.35101 hartree

Which charges does Löwdin predict for the atoms? In e, they are:
1 C -0.081
2 C -0.195
3 C -0.171
4 C -0.267
5 C -0.198
6 N 0.204
7 B -0.630
8 O 0.154
9 O 0.197
10 C -0.520
11 C -0.226
12 N 0.216
13 N 0.167
14 C -0.330
15 O 0.205
16 P 0.695
17 O -0.308
18 Cl 0.355
19 H 0.047
20 H 0.076
21 H 0.079
22 H 0.111
23 H 0.112
24 H 0.084
25 H 0.082
26 H 0.073
27 H 0.122
28 H 0.048
29 C -0.156
30 C -0.159
31 O -0.185
32 S 0.601
33 O -0.217
34 O -0.223
35 O -0.185
36 H 0.128
37 H 0.139
38 H 0.117
39 H 0.135
40 C -0.167
41 C -0.175
42 O -0.187
43 S 0.606
44 O -0.223
45 O -0.223
46 O -0.189
47 H 0.136
48 H 0.132
49 H 0.116
50 H 0.134
51 C -0.147
52 C -0.164
53 O -0.177
54 S 0.610
55 O -0.230
56 O -0.203
57 O -0.197
58 H 0.137
59 H 0.128
60 H 0.140
61 H 0.112
62 C -0.162
63 C -0.165
64 O -0.191
65 S 0.564
66 O -0.278
67 O -0.233
68 O -0.183
69 H 0.134
70 H 0.136
71 H 0.136
72 H 0.134
73 C -0.154
74 C -0.157
75 O -0.181
76 S 0.606
77 O -0.226
78 O -0.209
79 O -0.186
80 H 0.136
81 H 0.138
82 H 0.138
83 H 0.135